1.
C16H17N5NaO4S | ωB97M-V/def2-TZVPD

ORCA input file:
```
! RIJCOSX wB97M-V def2-TZVPD def2/J DEFGRID3
* xyz 1 1
Na -0.40304 0.71642 -0.61793
O -2.14017 1.94458 2.80331
C -1.96665 1.61590 1.53049
O -1.15359 2.13125 0.79773
C -2.88129 0.50821 1.07550
C -3.95244 0.03124 1.81622
C -4.68824 -1.00905 1.27428
C -4.30997 -1.55064 0.05283
C -3.20812 -1.01458 -0.59634
N -2.53251 0.00627 -0.09673
C -2.57575 -1.54838 -1.86970
O -3.21634 -2.49200 -2.55814
O -1.49828 -1.15589 -2.23356
H -1.51263 2.65213 3.02262
H -4.19103 0.45744 2.77994
H -5.53970 -1.41290 1.80597
H -4.86840 -2.38773 -0.34862
H -4.08484 -2.69327 -2.18769
C 3.19809 -0.00346 3.58905
C 2.23516 -1.19522 3.56429
C 1.66832 -1.42546 2.19876
N 0.62374 -0.84103 1.73105
N 0.35245 -1.15828 0.41218
C 1.20958 -2.00632 -0.09098
N 1.14016 -2.46545 -1.36091
S 2.43727 -2.47937 1.03368
H 3.58503 0.14917 4.59591
H 2.68706 0.90684 3.27377
H 4.04595 -0.16673 2.92210
H 1.39859 -1.02240 4.24060
H 2.74677 -2.09596 3.90416
H 0.37536 -2.16290 -1.94760
H 1.82967 -3.09131 -1.72974
C 3.16437 2.66845 -3.62676
C 3.41227 1.61848 -2.75812
C 2.35764 1.10828 -2.02340
N 1.10505 1.57748 -2.10764
C 0.88339 2.59348 -2.95109
C 1.87549 3.16555 -3.72561
H 3.96475 3.09375 -4.21738
H 4.40392 1.19998 -2.64654
H 2.52071 0.28596 -1.33359
H -0.13549 2.96250 -3.00595
H 1.63770 3.98500 -4.39039
*
```

As for the gap between HOMO and LUMO: 8.4 eV.

In the Mulliken picture, each atom carries the following charge in e: 1.22 -0.45 0.27 -0.67 0.52 -0.51 -0.69 -0.70 0.89 -0.14 0.53 -0.46 -0.52 0.38 0.52 0.45 0.21 0.29 -1.01 -0.50 0.34 -0.65 0.11 0.31 -0.28 -0.19 0.35 0.28 0.30 0.25 0.34 0.23 0.17 -0.17 -0.80 0.07 -0.27 -0.20 -0.71 0.39 0.41 0.27 0.43 0.39

=====

2.
C16H17N5O4RuS | ωB97M-V/def2-TZVPD

ORCA input file:
```
! RIJCOSX wB97M-V def2-TZVPD def2/J DEFGRID3
* xyz 1 6
Ru -0.04117 -0.21367 0.08764
O -1.25523 0.94704 -1.02814
C -1.37530 2.21470 -1.37581
C -2.56175 2.61373 -2.01658
C -2.75395 3.91648 -2.40454
C -1.76748 4.88071 -2.16736
C -0.60196 4.50491 -1.54396
C -0.37778 3.17804 -1.14267
C 0.87184 2.80854 -0.49814
N 1.18805 1.61903 0.01090
C 2.47062 1.72526 0.53204
C 2.92533 2.98059 0.33080
N 1.91220 3.64964 -0.32025
H -3.31427 1.85571 -2.18733
H -3.67746 4.19924 -2.89228
H -1.92019 5.90755 -2.46643
H 0.14669 5.26461 -1.35557
H 2.96273 0.88578 0.98722
H 3.85783 3.45350 0.57873
H 1.94620 4.60411 -0.63183
S -0.49110 0.09750 2.72645
C -1.53779 -1.13633 2.28393
N -1.90113 -2.14171 3.12522
C -2.66585 -3.18466 2.73796
C -3.10691 -3.25659 1.45291
C -2.70751 -2.21687 0.59950
N -1.99407 -1.19154 1.00809
H -1.52182 -2.10692 4.06284
H -2.87933 -3.92845 3.49207
H -3.70855 -4.08214 1.11001
H -2.97474 -2.21388 -0.45065
C -0.48033 -2.55496 -3.86546
C 0.14816 -1.76951 -2.75240
N 1.37688 -1.28990 -2.94939
O -0.48206 -1.59933 -1.69559
H 0.02243 -2.40912 -4.81895
H -1.52622 -2.27192 -3.95508
H -0.43582 -3.61238 -3.60218
H 1.85972 -1.49585 -3.80647
H 1.92560 -0.97045 -2.16071
O 0.54817 -2.37943 0.91102
C 1.70545 -2.20293 0.48060
O 2.02982 -1.13284 -0.12365
H 2.46949 -2.97722 0.62387
*
```

As for the gap between HOMO and LUMO (spin up / spin down): 6.8 / 6.5 eV. Its expectation value of S² is 8.762. For the energy relative to the best compared isomer or geometry (same formula, charge and spin), the calculation gives 0.00 kcal/mol.

In the Mulliken picture, each atom carries the following charge in e: 0.82 -0.07 0.55 -0.70 -0.51 -0.85 -0.73 -0.01 0.47 0.41 -0.75 -0.65 -0.07 0.45 0.41 0.41 0.29 0.44 0.43 0.17 -0.35 0.35 -0.02 -0.10 -0.91 0.13 -0.07 0.28 0.43 0.42 0.45 -1.30 0.60 -0.25 -0.13 0.43 0.30 0.29 0.22 0.20 -0.43 0.01 -0.55 0.46

=====

3.
C16H17NO | ωB97M-V/def2-TZVPD

ORCA input file:
```
! RIJCOSX wB97M-V def2-TZVPD def2/J DEFGRID3
* xyz 1 2
C 3.94865 2.29704 -1.70551
C 0.25526 2.25453 -0.84536
C 1.64669 2.39335 -0.77701
C -0.27886 1.93103 -2.08515
C 2.47161 2.09832 -1.84882
C 0.52777 1.57512 -3.17211
C 1.89479 1.65009 -3.04142
O -1.62514 1.83472 -2.33115
H -0.43641 2.41374 -0.02457
H 2.06630 2.82376 0.11709
H -2.14749 2.05646 -1.57976
H -0.01765 1.32013 -4.06995
H 4.30023 3.31256 -1.63560
H 4.49568 1.84683 -2.53064
H 2.56258 1.34602 -3.83565
H 4.29771 2.01999 -0.70714
C -0.20669 -2.53278 3.99734
C -1.10086 -1.01215 0.76034
C -1.38887 -2.00903 1.70825
C -0.48080 -1.75939 2.76362
C 0.33551 -0.67072 2.38781
C -2.84426 -1.83558 -0.60655
C -1.72307 -0.99961 -0.46204
C -3.34087 -2.60933 0.43648
C -2.57119 -2.72721 1.59266
N 0.04488 -0.30364 1.14895
H -3.39843 -1.83408 -1.53789
H -1.37909 -0.35361 -1.26096
H -4.31522 -3.06593 0.35101
H -2.88068 -3.42379 2.36482
H 0.26208 0.54886 0.64641
H 1.25763 -0.29579 2.80339
H 0.87426 -2.68188 4.11170
H -0.55845 -3.56270 3.95656
H -0.54759 -2.04531 4.91085
*
```

As for the gap between HOMO and LUMO (spin up / spin down): 7.7 / 4.6 eV. Its expectation value of S² is 0.772. For the energy relative to the best compared isomer or geometry (same formula, charge and spin), the calculation gives 0.18 kcal/mol.

In the Mulliken picture, each atom carries the following charge in e: -1.44 -0.89 -0.34 0.30 0.67 -0.69 -0.46 -0.53 0.76 0.45 0.36 0.46 0.35 0.35 0.35 0.34 -1.34 0.42 -0.03 0.73 -0.49 -0.49 -0.37 -0.65 -0.39 0.18 0.42 0.49 0.43 0.41 0.11 0.45 0.38 0.39 0.33

=====

4.
C16H18B2N6O2V | ωB97M-V/def2-TZVPD

ORCA input file:
```
! RIJCOSX wB97M-V def2-TZVPD def2/J DEFGRID3
* xyz 0 4
H 0.64156 3.07144 0.18579
N 0.35233 1.67005 -1.33204
B 0.07730 0.33125 -3.56636
N 0.38576 1.64436 -2.76461
C 0.67493 2.89209 -3.16251
V 0.20940 0.01596 -0.59260
H 0.71664 3.09008 -4.22046
C 0.84253 3.72313 -2.01866
H 1.10345 4.78634 -2.01578
C 0.62560 2.91757 -0.90602
H 0.12704 0.49183 -4.77142
C -1.78683 -1.78744 1.88438
H -1.88018 -2.74823 2.48192
H -0.73898 -1.86586 1.34494
H -2.44804 -1.69139 0.97558
N -1.37050 -0.10588 -3.16066
N 0.99168 -0.83714 -3.10642
N -1.69426 -0.36235 -1.84534
N 1.11087 -1.25107 -1.74066
C -2.48492 -0.19948 -3.95323
C 1.81138 -1.60349 -3.83849
H -2.38503 -0.02056 -4.99479
H 1.89115 -1.44111 -4.90025
C -3.53955 -0.49277 -3.12546
C 2.46887 -2.52758 -3.00157
C -3.01331 -0.60786 -1.81537
C 1.98805 -2.29453 -1.71773
H -4.56784 -0.59332 -3.45490
H 3.21160 -3.24518 -3.30955
H -3.58397 -0.85129 -0.92281
H 2.22725 -2.81683 -0.78647
H -2.14426 -1.03841 2.53830
O 1.00043 -0.80736 2.57099
B 0.37924 0.11274 1.64829
O -0.17029 1.18019 2.64963
C 0.41711 0.97372 3.85101
C 0.40920 1.67085 5.08778
C 0.67213 0.95755 6.28872
C 1.10077 -0.38300 6.23405
C 1.45747 -0.95116 4.99293
C 1.04879 -0.29620 3.82079
H 0.19104 2.73812 5.09611
H 0.56547 1.45357 7.27699
H 1.16471 -0.97084 7.17091
H 1.94425 -1.93052 4.92503
*
```

As for the gap between HOMO and LUMO (spin up / spin down): 7.3 / 8.0 eV. Its expectation value of S² is 3.766. For the energy relative to the best compared isomer or geometry (same formula, charge and spin), the calculation gives 5.87 kcal/mol.

In the Mulliken picture, each atom carries the following charge in e: 0.46 -0.23 0.20 -0.06 -0.10 0.70 0.47 -1.14 0.36 -0.12 -0.11 -0.65 0.30 0.01 0.07 0.32 0.00 -0.31 -0.29 -0.16 -0.14 0.48 0.45 -1.09 -1.14 -0.12 -0.13 0.37 0.39 0.39 0.49 0.32 -0.35 0.54 -0.47 0.68 -0.88 -0.43 -0.40 -0.79 0.70 0.39 0.32 0.33 0.39